Record 1
Molecular formula: C18H42HgN3OP2S
Method: DFT, ωB97M-V with the def2-TZVPD basis set

The geometry in ORCA input format:
```
! RIJCOSX wB97M-V def2-TZVPD def2/J DEFGRID3
* xyz 1 1
Hg 0.539 -0.257 -0.870
P -1.989 -0.274 -1.318
P 2.098 -0.282 1.123
N 0.042 -2.353 -0.086
C -2.086 -2.126 -1.339
H -3.117 -2.505 -1.347
H -1.586 -2.499 -2.250
C -1.357 -2.770 -0.126
H -1.873 -2.512 0.848
H -1.424 -3.891 -0.202
C 0.738 -2.773 1.125
H 0.837 -3.895 1.146
H 0.126 -2.516 2.042
C 2.153 -2.133 1.194
H 2.717 -2.500 0.319
H 2.650 -2.511 2.098
C 2.085 0.268 2.888
C 1.777 1.754 3.058
H 1.558 1.931 4.118
H 0.893 2.061 2.488
H 2.636 2.390 2.807
C 3.599 0.301 0.241
C 3.701 1.831 0.280
H 4.461 2.141 -0.448
H 4.024 2.204 1.262
H 2.760 2.323 -0.001
C -1.917 0.314 -3.057
C -1.996 1.844 -3.121
H -1.715 2.158 -4.134
H -1.299 2.331 -2.424
H -3.011 2.220 -2.937
C -3.531 0.276 -0.448
C -3.522 1.753 -0.049
H -4.371 1.925 0.625
H -3.623 2.433 -0.904
H -2.616 2.014 0.513
C 0.166 2.268 -0.283
C 4.879 -0.413 0.654
H 5.224 -0.115 1.650
H 4.781 -1.505 0.610
H 5.666 -0.133 -0.056
C -2.891 -0.391 -3.992
H -2.638 -0.108 -5.020
H -2.812 -1.483 -3.931
H -3.930 -0.088 -3.823
C -4.821 -0.052 -1.203
H -5.669 0.097 -0.521
H -4.989 0.631 -2.047
H -4.881 -1.087 -1.563
C 3.355 -0.083 3.674
H 4.194 0.588 3.433
H 3.153 0.060 4.746
H 3.686 -1.122 3.552
H 1.236 -0.294 3.321
H -3.517 -0.318 0.484
H 3.410 0.019 -0.812
H -0.902 0.029 -3.390
O 0.113 3.404 -0.165
H 1.263 -1.077 -2.636
H 1.530 -0.344 -2.744
N -1.970 1.028 4.338
C -1.714 1.613 3.143
N -1.804 2.965 3.100
S -1.218 0.583 1.881
H -2.362 1.509 5.129
H -1.880 0.023 4.407
H -1.553 3.536 2.306
H -2.172 3.479 3.897
*
```

Computed properties:
E_HOMO, eV: -9.18
Calculated total energy, a.u.: -2184.56566
LUMO level, eV: -2.96
Molecular weight, u: 611.16
Frontier orbital gap, Eh: 0.229

Atomic partial charges in e from the Mulliken method, atoms 1 to 4: atom 1 (Hg): 1.60, atom 2 (P): 0.40, atom 3 (P): 0.22, atom 4 (N): -0.32

Record 2
Molecular formula: C4H7NO2
Method: DFT, ωB97M-V with the def2-TZVPD basis set

The geometry in ORCA input format:
```
! RIJCOSX wB97M-V def2-TZVPD def2/J DEFGRID3
* xyz 0 1
C 1.530 0.656 0.323
C 1.677 -0.651 -0.634
C 0.680 -0.449 0.630
C -2.695 0.192 -0.198
H -0.664 1.170 -0.467
H 2.380 0.629 1.191
H 1.059 -0.777 -1.613
H 2.773 -1.162 -0.521
H 0.986 -0.885 1.640
H -3.066 -0.861 -0.708
H -3.284 1.004 0.274
N -1.466 0.292 0.335
O 0.718 1.606 -0.287
O -0.628 -0.763 0.035
*
```

Computed properties:
Energy relative to the best compared isomer or geometry (same formula, charge and spin), kcal per mole: 219.4
E_HOMO, eV: -8.12
Calculated total energy, a.u.: -361.53129
LUMO level, eV: -0.59
Molecular weight, u: 101.10
Frontier orbital gap, Eh: 0.277

Atomic partial charges in e from the Mulliken method, atoms 1 to 4: atom 1 (C): 0.27, atom 2 (C): -0.57, atom 3 (C): -0.12, atom 4 (C): -0.25

Record 3
Molecular formula: C4H5N
Method: DFT, ωB97M-V with the def2-TZVPD basis set

The geometry in ORCA input format:
```
! RIJCOSX wB97M-V def2-TZVPD def2/J DEFGRID3
* xyz 0 1
C -1.378 1.441 -1.238
C -0.628 0.856 -0.505
C 0.233 0.120 0.406
C 0.872 -2.147 0.302
N 0.959 -0.961 -0.272
H -2.033 1.975 -1.887
H 0.909 0.758 0.974
H -0.419 -0.429 1.087
H 0.831 -1.909 1.400
H 0.944 -0.920 -1.289
*
```

Computed properties:
Energy relative to the best compared isomer or geometry (same formula, charge and spin), kcal per mole: 105.7
E_HOMO, eV: -8.43
Calculated total energy, a.u.: -209.99526
LUMO level, eV: 0.84
Molecular weight, u: 67.09
Frontier orbital gap, Eh: 0.341

Atomic partial charges in e from the Mulliken method, atoms 1 to 4: atom 1 (C): 0.28, atom 2 (C): -0.59, atom 3 (C): -0.54, atom 4 (C): -0.39

Record 4
Molecular formula: C17H23CoF5NO3P2
Method: DFT, ωB97M-V with the def2-TZVPD basis set

The geometry in ORCA input format:
```
! RIJCOSX wB97M-V def2-TZVPD def2/J DEFGRID3
* xyz 1 4
Co -0.130 -0.055 -0.192
P 1.989 -0.686 0.117
C 2.280 -1.387 -1.506
C 1.114 -1.564 -2.308
N -0.096 -1.109 -1.788
C -1.284 -1.414 -2.384
C -1.305 -2.324 -3.439
C -0.119 -2.731 -4.036
C 1.090 -2.253 -3.553
C -2.571 -0.865 -1.771
P -2.174 0.628 -0.799
H 2.034 -2.461 -4.082
H -2.272 -2.670 -3.762
H -0.153 -3.410 -4.883
H -3.358 -0.627 -2.499
H -3.003 -1.596 -1.077
H 2.723 1.559 -2.515
H 3.182 -1.154 -2.090
H 0.843 3.060 -1.154
O 3.119 2.331 -2.950
H 2.420 2.481 -3.604
H 0.015 1.591 0.558
O 0.243 3.176 -0.450
H 0.788 3.477 0.324
C -2.288 1.988 -1.988
H -3.280 1.970 -2.458
H -2.129 2.948 -1.479
H -1.523 1.866 -2.767
C -3.431 0.870 0.470
H -3.129 1.729 1.087
H -4.417 1.068 0.030
H -3.494 -0.016 1.117
C 2.046 -2.268 0.990
H 3.084 -2.609 0.873
H 1.747 -2.247 2.040
H 1.400 -2.959 0.428
C 3.172 0.516 0.811
H 2.775 0.967 1.737
H 4.103 -0.008 1.059
H 3.391 1.321 0.093
F -0.422 -0.556 6.602
C -0.354 -0.156 5.303
C 0.145 1.102 4.988
F 0.574 1.923 5.986
C 0.224 1.497 3.664
F 0.767 2.715 3.329
C -0.215 0.661 2.644
O -0.177 1.044 1.320
C -0.721 -0.604 2.980
F -1.179 -1.523 2.051
C -0.784 -0.998 4.309
F -1.259 -2.236 4.621
*
```

Computed properties:
Energy relative to the best compared isomer or geometry (same formula, charge and spin), kcal per mole: 23.1
E_HOMO (alpha / beta), eV: -9.15 / -10.87
Calculated total energy, a.u.: -3506.50269
LUMO level (alpha / beta), eV: -2.70 / -4.68
Molecular weight, u: 505.25
Frontier orbital gap (alpha / beta), Eh: 0.237 / 0.228

Atomic partial charges in e from the Mulliken method, atoms 1 to 4: atom 1 (Co): -1.05, atom 2 (P): 0.77, atom 3 (C): -1.20, atom 4 (C): 0.92

Record 5
Molecular formula: C6H12O
Method: DFT, ωB97M-V with the def2-TZVPD basis set

The geometry in ORCA input format:
```
! RIJCOSX wB97M-V def2-TZVPD def2/J DEFGRID3
* xyz 0 1
C 2.045 -0.125 0.995
C 1.450 -0.470 -0.370
C 0.291 0.425 -0.750
C -0.862 -0.042 -1.603
C -1.114 0.401 -0.195
C -1.676 -0.565 0.829
O -1.722 1.668 -0.109
H 2.959 -0.696 1.192
H 1.335 -0.339 1.803
H 2.298 0.940 1.050
H 1.164 -1.530 -0.410
H 2.220 -0.331 -1.141
H 0.611 1.438 -0.987
H -0.931 -1.110 -1.807
H -1.210 0.611 -2.396
H -2.768 -0.478 0.781
H -1.368 -0.322 1.855
H -1.414 -1.609 0.632
H -1.308 2.132 0.631
*
```

Computed properties:
Energy relative to the best compared isomer or geometry (same formula, charge and spin), kcal per mole: 24.8
E_HOMO, eV: -9.58
Calculated total energy, a.u.: -311.01980
SMILES string: CC[C@H]1C[C@]1(C)O
LUMO level, eV: 0.99
Molecular weight, u: 100.16
Frontier orbital gap, Eh: 0.389

Atomic partial charges in e from the Mulliken method, atoms 1 to 4: atom 1 (C): -1.12, atom 2 (C): -0.57, atom 3 (C): -0.18, atom 4 (C): -1.09

Record 6
Molecular formula: C6H9NSSi
Method: DFT, ωB97M-V with the def2-TZVPD basis set

The geometry in ORCA input format:
```
! RIJCOSX wB97M-V def2-TZVPD def2/J DEFGRID3
* xyz 0 1
C -1.492 2.095 -0.188
C -0.376 1.948 -1.119
C -2.017 1.077 0.438
C 0.183 0.774 -1.416
C -1.527 -0.364 0.003
C -0.239 -0.467 -0.683
N 0.402 -1.584 -0.695
Si 2.657 -2.218 1.650
S 4.292 -2.774 0.666
H -1.817 3.144 0.056
H 0.235 2.848 -1.291
H -2.868 1.094 1.205
H 1.101 0.805 -2.052
H -2.387 -0.605 -0.546
H 1.227 -1.559 -1.281
H 1.575 -2.781 2.354
H 2.584 -0.622 1.964
H -1.533 -0.812 0.933
*
```

Computed properties:
Energy relative to the best compared isomer or geometry (same formula, charge and spin), kcal per mole: 4.5
E_HOMO, eV: -8.95
Calculated total energy, a.u.: -976.36558
SMILES string: [H]/N=C1\C=CC=CC1.[SiH2]=S
LUMO level, eV: -0.47
Molecular weight, u: 155.30
Frontier orbital gap, Eh: 0.312

Atomic partial charges in e from the Mulliken method, atoms 1 to 4: atom 1 (C): -0.22, atom 2 (C): -0.33, atom 3 (C): -0.47, atom 4 (C): -0.30

Record 7
Molecular formula: C4H12
Method: DFT, ωB97M-V with the def2-TZVPD basis set

The geometry in ORCA input format:
```
! RIJCOSX wB97M-V def2-TZVPD def2/J DEFGRID3
* xyz 0 1
C -1.212 -1.722 -1.301
C 0.260 -2.088 -1.134
H -1.392 -1.263 -2.267
H -1.817 -2.640 -1.197
H -1.735 -1.202 -0.493
H 0.469 -2.730 -0.283
H 0.836 -1.164 -1.237
H 0.624 -2.654 -1.995
C 1.047 2.023 0.766
C -0.104 1.788 1.752
H 1.912 2.377 1.337
H 1.418 1.144 0.228
H 0.847 2.784 0.014
H -0.863 1.130 1.335
H -0.535 2.790 1.769
H 0.245 1.425 2.707
*
```

Computed properties:
Energy relative to the best compared isomer or geometry (same formula, charge and spin), kcal per mole: 11.1
E_HOMO, eV: -11.27
Calculated total energy, a.u.: -159.56734
SMILES string: CC.CC
LUMO level, eV: 1.13
Molecular weight, u: 60.14
Frontier orbital gap, Eh: 0.456

Atomic partial charges in e from the Mulliken method, atoms 1 to 4: atom 1 (C): -0.84, atom 2 (C): -0.75, atom 3 (H): 0.28, atom 4 (H): 0.29

Record 8
Molecular formula: C24H38O14
Method: DFT, ωB97M-V with the def2-TZVPD basis set

The geometry in ORCA input format:
```
! RIJCOSX wB97M-V def2-TZVPD def2/J DEFGRID3
* xyz 0 1
C -0.279 -3.672 1.006
O -1.076 -4.469 1.841
C -1.812 -5.437 1.201
C -3.040 -4.915 0.377
O -4.042 -4.625 1.285
C -4.145 -3.274 1.417
H -0.968 -3.148 0.343
H 0.593 -4.068 0.486
H 0.116 -2.908 1.676
H -2.346 -5.849 2.057
H -1.269 -6.267 0.748
H -3.376 -5.751 -0.236
H -2.872 -4.155 -0.386
H -4.991 -3.153 2.093
H -4.608 -2.878 0.514
H -3.193 -2.796 1.647
C 0.579 -2.521 0.031
O 1.020 -1.555 1.039
C 0.356 -0.294 0.967
C 0.531 0.455 2.347
O 1.779 1.159 2.313
C 1.936 2.022 3.359
H 0.988 -3.501 0.277
H 1.134 -2.280 -0.876
H -0.502 -2.492 -0.108
H -0.713 -0.488 0.887
H 0.611 0.280 0.076
H 0.481 -0.297 3.134
H -0.291 1.151 2.516
H 1.812 1.488 4.302
H 1.300 2.907 3.336
H 2.967 2.374 3.360
C -3.184 1.171 2.016
O -3.628 0.079 1.260
C -2.643 -0.777 0.665
C -1.709 -0.076 -0.338
O -1.057 -1.160 -1.056
C 0.003 -0.585 -1.920
H -2.462 1.134 2.832
H -4.010 1.800 2.347
H -2.757 1.788 1.225
H -3.119 -1.546 0.056
H -2.014 -1.188 1.455
H -0.939 0.482 0.195
H -2.135 0.670 -1.009
H 0.353 -1.341 -2.623
H 0.888 -0.390 -1.314
H -0.310 0.256 -2.539
C 3.221 3.203 -0.278
C 3.877 2.878 -1.366
C 4.270 1.468 -1.815
O 4.746 1.264 -2.973
C 3.766 0.523 -0.798
C 3.096 0.828 0.331
C 2.742 2.269 0.679
O 2.060 2.720 1.597
O 2.588 -0.058 1.227
O 4.542 3.835 -2.120
H 3.111 4.266 -0.122
H 3.979 -0.519 -0.983
H 1.952 0.396 1.784
H 5.134 3.336 -2.688
C -1.103 3.575 -2.858
C -0.199 3.606 -3.834
C 1.208 3.136 -3.687
O 2.059 3.220 -4.555
C 1.426 2.470 -2.411
C 0.605 2.493 -1.356
C -0.818 3.018 -1.529
O -1.783 2.773 -0.781
O 1.028 1.846 -0.245
O -0.454 4.150 -5.016
H -2.064 4.010 -3.091
H 2.396 2.035 -2.222
H 0.320 1.679 0.380
H 0.338 4.218 -5.555
*
```

Computed properties:
E_HOMO, eV: -8.09
Calculated total energy, a.u.: -1989.36766
LUMO level, eV: -2.14
Molecular weight, u: 550.55
Frontier orbital gap, Eh: 0.219

Atomic partial charges in e from the Mulliken method, atoms 1 to 4: atom 1 (C): -1.05, atom 2 (O): -0.54, atom 3 (C): -0.60, atom 4 (C): -0.36

Record 9
Molecular formula: C25H62F2O8Si3
Method: DFT, ωB97M-V with the def2-TZVPD basis set

The geometry in ORCA input format:
```
! RIJCOSX wB97M-V def2-TZVPD def2/J DEFGRID3
* xyz 0 1
C 1.715 -0.686 0.434
Si 0.346 0.487 -0.048
C -0.743 -0.402 -1.291
C -0.653 0.851 1.533
C -0.948 2.316 1.919
C -2.392 2.720 1.704
F -3.174 2.191 2.728
F -2.492 4.104 1.834
Si -3.182 2.254 0.023
O -4.502 3.213 -0.184
Si -5.812 2.816 -1.112
C 1.050 2.056 -0.787
C 0.584 2.610 -1.986
C 1.121 3.788 -2.493
C 2.138 4.439 -1.811
C 2.624 3.907 -0.620
C 2.081 2.729 -0.123
H 1.242 -1.587 0.843
H 2.308 -0.983 -0.435
H 2.376 -0.295 1.207
H -1.454 0.248 -1.803
H -1.318 -1.180 -0.777
H -0.131 -0.899 -2.051
H -1.582 0.271 1.490
H -0.076 0.394 2.344
H -0.757 2.471 2.987
H -0.323 3.029 1.377
H -2.206 2.510 -1.051
H -3.585 0.832 0.066
H -6.059 3.870 -2.120
H -7.015 2.651 -0.273
H -5.556 1.551 -1.830
H -0.211 2.111 -2.531
H 0.737 4.199 -3.421
H 2.555 5.359 -2.204
H 3.431 4.404 -0.089
H 2.471 2.320 0.807
C -7.418 -2.095 0.787
C -7.054 -0.684 0.373
O -7.432 -0.379 -0.966
H -6.960 -2.820 0.114
H -7.076 -2.306 1.802
H -8.501 -2.242 0.753
H -5.973 -0.546 0.402
H -7.499 0.042 1.064
H -8.387 -0.471 -1.042
C 5.813 -1.408 2.339
C 4.789 -1.839 3.369
O 3.610 -2.339 2.747
H 5.392 -0.649 1.677
H 6.713 -1.006 2.808
H 6.108 -2.271 1.740
H 4.466 -1.005 3.993
H 5.223 -2.601 4.027
H 3.880 -3.068 2.175
C -7.791 -2.406 5.319
C -6.755 -3.475 5.027
O -5.828 -3.077 4.023
H -8.334 -2.145 4.410
H -8.507 -2.750 6.066
H -7.315 -1.499 5.700
H -7.232 -4.373 4.638
H -6.225 -3.752 5.945
H -5.367 -2.291 4.334
C 7.110 3.739 -2.699
C 6.058 4.719 -2.219
O 5.789 4.592 -0.826
H 6.801 2.717 -2.481
H 7.270 3.835 -3.774
H 8.065 3.919 -2.199
H 5.105 4.527 -2.711
H 6.356 5.747 -2.455
H 6.604 4.761 -0.343
C -6.038 4.907 -5.350
C -4.539 4.755 -5.176
O -4.091 3.441 -5.495
H -6.559 4.175 -4.733
H -6.371 5.906 -5.067
H -6.326 4.735 -6.390
H -4.257 4.913 -4.135
H -4.001 5.491 -5.782
H -4.312 3.264 -6.414
C 7.660 -5.144 -1.382
C 7.204 -3.944 -0.575
O 7.649 -3.994 0.777
H 7.308 -6.066 -0.918
H 7.275 -5.097 -2.401
H 8.751 -5.186 -1.435
H 6.116 -3.918 -0.515
H 7.538 -3.015 -1.051
H 8.610 -4.009 0.785
C 2.976 -7.105 0.609
C 3.782 -6.161 1.479
O 3.955 -4.880 0.873
H 3.454 -7.228 -0.363
H 2.886 -8.084 1.080
H 1.968 -6.716 0.445
H 4.790 -6.542 1.632
H 3.312 -6.051 2.462
H 3.082 -4.504 0.715
*
```

Computed properties:
E_HOMO, eV: -9.03
Calculated total energy, a.u.: -2659.89473
LUMO level, eV: 0.58
Molecular weight, u: 613.02
Frontier orbital gap, Eh: 0.353

Atomic partial charges in e from the Mulliken method, atoms 1 to 4: atom 1 (C): -1.10, atom 2 (Si): -0.26, atom 3 (C): -1.01, atom 4 (C): -0.90

Record 10
Molecular formula: C2H9N4
Method: DFT, ωB97M-V with the def2-TZVPD basis set

The geometry in ORCA input format:
```
! RIJCOSX wB97M-V def2-TZVPD def2/J DEFGRID3
* xyz 1 1
C 2.151 -0.795 -0.192
C 0.706 -0.866 -0.028
N 1.058 0.350 -0.197
N -0.438 -1.313 0.336
N -2.396 0.210 -0.007
N 0.961 1.772 0.021
H 2.658 -0.901 0.748
H 2.677 -1.066 -1.109
H -0.747 -2.340 0.456
H -1.382 -0.733 0.174
H -3.202 -0.205 -0.479
H -2.864 0.649 0.756
H -2.017 0.814 -0.645
H 1.352 2.360 -0.737
H 1.483 2.063 0.904
*
```

Computed properties:
Energy relative to the best compared isomer or geometry (same formula, charge and spin), kcal per mole: 95.8
E_HOMO, eV: -14.44
Calculated total energy, a.u.: -300.26664
LUMO level, eV: -2.86
Molecular weight, u: 89.12
Frontier orbital gap, Eh: 0.426

Atomic partial charges in e from the Mulliken method, atoms 1 to 4: atom 1 (C): -0.45, atom 2 (C): 0.53, atom 3 (N): 0.05, atom 4 (N): -0.44